Record 1
{
  "formula": "C4H6N2O4",
  "method": "ωB97M-V with the def2-TZVPD basis set",
  "species": ["N", "C", "O", "O", "C", "C", "C", "N", "O", "H", "H", "H", "H", "O", "H", "H"],
  "xyz": [[-2.52267, 2.94548, -1.92550], [-2.54069, 4.12076, -1.26898], [-3.40486, 4.50960, -0.51806], [-1.44610, 4.93276, -1.46829], [-0.53967, 4.74853, -2.49520], [0.82034, 4.76956, -2.47865], [1.13190, 4.88195, -3.86131], [0.05812, 5.02439, -4.59613], [-1.00169, 5.00064, -3.72062], [-3.24234, 2.28106, -1.67505], [-1.96020, 2.73720, -2.75649], [1.47981, 4.63344, -1.62967], [2.10921, 4.92029, -4.33768], [-0.37428, 1.92094, -3.44837], [-0.72941, 1.20860, -2.85560], [0.56308, 1.98736, -3.24218]],
  "homo_lumo_gap_ev": 10.2490,
  "relative_energy_kj_mol": 218.7,
  "e_tot_ev": -15414.045
}

---

Record 2
{
  "formula": "C4H4S2",
  "method": "ωB97M-V with the def2-TZVPD basis set",
  "species": ["C", "C", "S", "C", "C", "S", "H", "H", "H", "H"],
  "xyz": [[0.68831, -1.37942, -0.08102], [-0.65731, -1.48517, -0.09459], [-1.76529, -0.01610, -0.44487], [-0.71974, 1.32519, 0.01492], [0.63847, 1.41363, -0.09871], [1.69509, -0.01603, -0.41653], [1.24081, -2.25993, 0.20674], [-1.18971, -2.31747, 0.52240], [-1.11594, 2.35291, 0.28435], [1.18531, 2.38240, 0.10733]],
  "homo_lumo_gap_ev": 8.4058,
  "relative_energy_kj_mol": 128.7,
  "e_tot_ev": -25881.388
}

---

Record 3
{
  "formula": "C4H15N2",
  "method": "ωB97M-V with the def2-TZVPD basis set",
  "species": ["C", "C", "N", "H", "H", "H", "H", "H", "H", "H", "C", "C", "N", "H", "H", "H", "H", "H", "H", "H", "H"],
  "xyz": [[-0.19689, 1.20473, 0.32759], [-0.69032, 2.66195, 0.25033], [-1.89635, 2.70801, -0.58746], [-0.00873, 0.86418, -0.69171], [0.76295, 1.15940, 0.85134], [-0.98891, 0.68359, 0.86570], [-0.92297, 3.00543, 1.25501], [0.11754, 3.26420, -0.17084], [-2.57746, 3.31386, -0.14482], [-1.69331, 3.15268, -1.47468], [2.01621, -2.57830, 0.52013], [1.12193, -1.97040, -0.53944], [-0.30170, -1.85739, -0.01167], [3.05417, -2.39004, 0.25786], [1.82716, -2.12167, 1.49257], [1.88338, -3.65607, 0.59992], [1.44102, -0.97514, -0.83418], [1.07408, -2.56279, -1.44951], [-0.50295, -2.74488, 0.45097], [-0.94300, -1.54077, -0.73618], [-0.26223, -1.17226, 0.74758]],
  "homo_lumo_gap_ev": 9.2006,
  "relative_energy_kj_mol": 93.3,
  "e_tot_ev": -7364.776,
  "charge": 1
}